# 1
{"formula": "C4H9FN", "method": "ωB97M-V with the def2-TZVPD basis set", "homo_energy_ev": -13.12, "gap_ha": 0.337, "total_charge": 1, "fmax_ev_per_a": 8.4, "e_tot_ev": -8492.5011, "multiplicity": 1, "smiles": "C/C=C(\\F)C[NH3+]", "species": ["C", "C", "C", "C", "N", "F", "H", "H", "H", "H", "H", "H", "H", "H", "H"], "xyz": [[-1.32, 0.39, 0.08], [-0.05, -0.28, 0.20], [-2.54, -0.27, -0.19], [1.27, 0.37, 0.54], [2.31, -0.06, -0.50], [-0.03, -1.62, 0.29], [-1.43, 1.45, -0.08], [-2.54, -0.31, -1.29], [-2.71, -1.28, 0.24], [-3.29, 0.51, 0.11], [1.50, 0.13, 1.68], [1.27, 1.54, 0.59], [2.05, 0.42, -1.27], [2.25, -1.15, -0.35], [3.25, 0.17, -0.06]], "nbo_charge": [-0.13, 0.26, -0.68, -0.33, -0.69, -0.33, 0.23, 0.26, 0.25, 0.24, 0.27, 0.27, 0.45, 0.48, 0.46]}

# 2
{"formula": "C34H34O7S", "method": "ωB97M-V with the def2-TZVPD basis set", "homo_energy_ev": -5.18, "gap_ha": 0.093, "fmax_ev_per_a": 5.0, "e_tot_ev": -60971.2564, "multiplicity": 1, "species": ["C", "C", "O", "C", "C", "O", "C", "S", "C", "C", "C", "C", "C", "C", "O", "O", "O", "H", "H", "H", "H", "H", "H", "H", "H", "H", "H", "H", "H", "H", "C", "O", "C", "C", "C", "C", "C", "C", "C", "C", "C", "C", "C", "C", "C", "C", "C", "C", "C", "O", "C", "C", "C", "C", "C", "H", "H", "H", "H", "H", "H", "H", "H", "H", "H", "H", "H", "H", "H", "H", "H", "H", "H", "H", "H", "H"], "xyz": [[2.56, 5.33, 0.81], [2.18, 3.91, 1.05], [0.78, 3.85, 0.59], [0.22, 2.61, 0.66], [-1.23, 2.68, 0.79], [-2.04, 1.66, 0.70], [-1.78, 0.59, -0.31], [-1.86, 4.43, 0.58], [-3.64, 4.35, 0.75], [-4.44, 4.79, -0.30], [-5.83, 4.65, -0.20], [-6.39, 4.09, 0.96], [-5.57, 3.74, 2.04], [-4.18, 3.88, 1.95], [-1.38, 5.24, 1.68], [-1.62, 4.80, -0.80], [0.90, 1.58, 0.63], [3.54, 5.53, 1.22], [2.58, 5.54, -0.27], [1.83, 6.00, 1.27], [2.78, 3.20, 0.46], [2.21, 3.64, 2.11], [-2.64, -0.07, -0.21], [-1.72, 1.05, -1.30], [-0.85, 0.09, -0.02], [-3.97, 5.23, -1.18], [-6.45, 4.98, -1.03], [-7.47, 3.94, 1.02], [-6.00, 3.36, 2.96], [-3.53, 3.64, 2.78], [-2.36, -6.45, -4.54], [-2.00, -6.63, -3.15], [-1.20, -5.70, -2.57], [-1.05, -5.75, -1.16], [-0.37, -4.75, -0.50], [0.25, -3.69, -1.21], [0.88, -2.56, -0.53], [0.34, -2.13, 0.70], [0.80, -1.12, 1.53], [0.70, -1.12, 2.97], [1.60, -0.33, 3.75], [1.45, -0.23, 5.12], [0.40, -0.91, 5.77], [-0.45, -1.75, 5.03], [-0.29, -1.87, 3.65], [2.05, -1.96, -1.17], [2.97, -2.75, -1.92], [4.08, -2.21, -2.53], [4.35, -0.83, -2.38], [5.46, -0.33, -3.00], [5.69, 1.10, -2.88], [3.47, -0.02, -1.62], [2.31, -0.58, -1.11], [0.18, -3.73, -2.63], [-0.55, -4.68, -3.31], [-3.04, -7.28, -4.75], [-2.87, -5.49, -4.70], [-1.47, -6.52, -5.19], [-1.51, -6.58, -0.63], [-0.29, -4.78, 0.58], [-0.55, -2.67, 1.04], [1.41, -0.32, 1.13], [2.39, 0.22, 3.23], [2.13, 0.39, 5.71], [0.22, -0.76, 6.83], [-1.25, -2.30, 5.52], [-0.97, -2.50, 3.06], [2.78, -3.81, -2.05], [4.75, -2.81, -3.13], [6.59, 1.28, -3.47], [4.85, 1.68, -3.27], [5.87, 1.37, -1.83], [3.67, 1.04, -1.46], [1.56, 0.09, -0.69], [0.68, -2.95, -3.21], [-0.62, -4.64, -4.39]], "lowdin_charge": [-0.08, -0.21, -0.09, -0.52, -0.32, -0.16, -0.02, 0.75, -0.28, -0.06, -0.09, -0.09, -0.08, -0.06, -0.34, -0.35, -0.05, 0.07, 0.08, 0.09, 0.10, 0.12, 0.08, 0.10, 0.04, 0.11, 0.10, 0.10, 0.10, 0.12, -0.05, -0.08, -0.25, 0.02, -0.01, -0.18, -0.05, -0.01, 0.05, -0.18, 0.01, -0.06, -0.05, -0.07, -0.01, -0.17, -0.02, 0.01, -0.24, -0.07, -0.05, 0.02, 0.01, -0.01, 0.00, 0.09, 0.10, 0.09, 0.12, 0.12, 0.11, 0.08, 0.13, 0.11, 0.11, 0.11, 0.11, 0.12, 0.12, 0.09, 0.10, 0.10, 0.11, 0.09, 0.13, 0.11]}

# 3
{"formula": "C34H34IrNP2Se3Te", "method": "ωB97M-V with the def2-TZVPD basis set", "homo_energy_ev": [-6.75, -6.76], "gap_ha": [0.202, 0.205], "fmax_ev_per_a": 3.0, "e_tot_ev": -262045.2176, "multiplicity": 1, "species": ["Ir", "C", "Se", "C", "C", "Se", "C", "H", "H", "H", "H", "H", "H", "H", "H", "H", "H", "Te", "C", "C", "C", "N", "C", "C", "C", "P", "C", "C", "C", "C", "C", "C", "C", "C", "C", "C", "C", "C", "P", "C", "C", "C", "C", "C", "C", "C", "C", "C", "C", "C", "C", "H", "H", "H", "H", "H", "H", "H", "H", "H", "H", "H", "H", "H", "H", "H", "H", "H", "H", "H", "H", "H", "H", "H", "H", "Se"], "xyz": [[-0.22, 0.11, -2.41], [0.51, -0.50, -5.91], [1.22, -1.14, -4.22], [0.48, -2.99, -4.34], [1.19, -3.88, -3.34], [1.09, -3.08, -1.52], [2.97, -3.31, -1.05], [-0.57, -0.62, -5.90], [0.95, -1.05, -6.74], [0.74, 0.57, -5.98], [0.65, -3.33, -5.37], [-0.59, -2.93, -4.14], [2.26, -3.96, -3.58], [0.75, -4.88, -3.32], [3.60, -2.75, -1.74], [3.21, -4.37, -1.08], [3.08, -2.91, -0.04], [0.50, -1.71, 1.33], [1.54, -1.12, 3.12], [0.87, -0.60, 4.21], [1.55, -0.48, 5.41], [2.82, -0.83, 5.57], [3.47, -1.30, 4.52], [2.88, -1.47, 3.28], [-0.40, 0.15, 0.69], [0.71, 1.08, -0.42], [0.30, 2.83, -0.14], [0.50, 3.71, -1.19], [0.25, 5.06, -1.03], [-0.22, 5.54, 0.18], [-0.43, 4.67, 1.23], [-0.16, 3.32, 1.08], [2.34, 1.04, 0.40], [2.48, 1.45, 1.72], [3.73, 1.43, 2.32], [4.84, 1.03, 1.60], [4.70, 0.62, 0.28], [3.45, 0.63, -0.32], [-1.63, -0.47, -0.50], [-2.95, 0.78, -0.65], [-3.03, 1.95, 0.09], [-4.09, 2.81, -0.10], [-5.09, 2.50, -1.01], [-5.01, 1.34, -1.76], [-3.94, 0.48, -1.58], [-2.56, -1.66, 0.53], [-2.72, -2.99, 0.16], [-3.39, -3.86, 1.01], [-3.89, -3.40, 2.22], [-3.73, -2.07, 2.59], [-3.07, -1.20, 1.74], [-0.17, -0.32, 4.13], [1.06, -0.12, 6.31], [4.50, -1.58, 4.69], [3.45, -1.86, 2.45], [0.84, 3.32, -2.14], [0.41, 5.74, -1.86], [-0.41, 6.60, 0.30], [-0.79, 5.04, 2.18], [-0.33, 2.64, 1.91], [1.62, 1.76, 2.29], [3.84, 1.74, 3.35], [5.82, 1.03, 2.06], [5.57, 0.29, -0.28], [3.33, 0.32, -1.35], [-2.25, 2.18, 0.80], [-4.13, 3.73, 0.46], [-5.93, 3.17, -1.13], [-5.78, 1.11, -2.48], [-3.86, -0.42, -2.17], [-2.31, -3.33, -0.78], [-3.52, -4.89, 0.73], [-4.41, -4.08, 2.88], [-4.13, -1.73, 3.53], [-2.94, -0.16, 2.01], [-1.39, 1.55, -3.82]], "lowdin_charge": [0.15, -0.44, 0.77, -0.53, -0.54, 0.73, -0.39, 0.00, 0.02, 0.01, 0.07, 0.07, 0.06, 0.07, 0.03, 0.03, -0.02, 1.28, -0.52, -0.12, -0.16, 0.05, -0.16, -0.14, -0.82, 0.76, -0.36, -0.11, -0.08, -0.08, -0.08, -0.13, -0.37, -0.10, -0.08, -0.08, -0.08, -0.10, 0.71, -0.41, -0.09, -0.07, -0.09, -0.09, -0.16, -0.44, -0.12, -0.08, -0.08, -0.07, -0.10, 0.09, 0.10, 0.10, 0.09, 0.08, 0.10, 0.10, 0.10, 0.09, 0.10, 0.11, 0.10, 0.10, 0.10, 0.07, 0.10, 0.10, 0.10, 0.10, 0.10, 0.10, 0.10, 0.11, 0.11, 0.09]}